C13H10N2O4SV as an isolated structure at a distorted geometry, computed with wB97M-V/def2-TZVPD.

Each line ends with the Mulliken charge.
CARTESIAN COORDINATES (ANGSTROEM)
C (-1.744, 1.813, 2.871)  -1.02
V (-0.029, -0.123, -0.620)  -0.11
H (-2.572, 2.546, 2.756)  0.41
H (1.946, -2.232, -0.467)  0.02
H (0.678, -1.127, -4.887)  0.33
C (1.814, -0.088, -1.525)  0.48
O (-0.235, -3.184, -1.451)  -0.18
C (-0.244, -0.596, -4.729)  -0.59
C (-0.275, 0.723, -4.613)  -0.60
C (-0.134, -2.022, -1.335)  0.38
O (0.563, 2.912, -0.765)  -0.16
N (0.523, -0.601, 1.059)  0.24
O (-3.012, -0.371, -0.994)  -0.20
C (-0.137, 0.596, 4.296)  -0.47
C (-1.839, -0.214, -0.972)  0.50
N (2.265, -2.077, 0.517)  -0.29
C (-1.166, 1.531, 4.120)  -0.68
H (-1.200, 1.232, -4.432)  0.31
C (-1.248, 1.128, 1.746)  -0.41
H (0.325, 0.353, 5.237)  0.47
O (2.935, -0.082, -1.848)  -0.18
H (0.627, 1.300, -4.625)  0.33
H (-1.550, 2.069, 4.975)  0.42
C (1.514, -1.429, 1.455)  0.61
C (-0.208, 0.184, 1.966)  1.08
C (0.270, 1.777, -0.887)  0.50
C (0.339, -0.085, 3.198)  0.21
H (-1.137, -1.194, -4.730)  0.31
S (1.664, -1.292, 3.099)  -0.15
H (-1.682, 1.323, 0.744)  0.16
H (2.952, -2.765, 0.839)  0.28

Properties
E_HOMO (spin up / spin down) (eV): -15.78 / -15.93
2S+1: 4
Energy above the lowest of the compared OMol25 structures with the same formula, charge and spin (eV): 2.202
Gap between HOMO and LUMO (spin up / spin down) (eV): 6.16 / 5.37
⟨S²⟩: 3.774
E_LUMO (spin up / spin down) (Ha): -0.354 / -0.388
Charge: +2



A 10-piece molecular cluster, H20O10 overall at a distorted geometry, computed with wB97M-V/def2-TZVPD.

Each line ends with the Mulliken charge.
CARTESIAN COORDINATES (ANGSTROEM)
H (1.611, -1.322, 1.457)  0.31
H (2.219, -0.167, -2.645)  0.28
O (1.841, -2.183, 1.154)  -0.64
H (-1.851, -2.932, -0.678)  0.36
H (0.141, 2.609, -3.045)  0.30
O (1.851, 0.079, -1.838)  -0.68
H (-0.331, 0.137, 0.235)  0.15
O (-0.028, 2.119, -2.186)  -0.66
H (-2.621, 2.595, 0.111)  0.22
H (1.638, -2.774, 1.757)  0.28
O (1.355, 0.629, 2.268)  -0.65
H (-1.458, -0.845, 1.845)  0.32
O (0.718, 2.997, 0.785)  -0.70
H (1.123, 3.885, 0.807)  0.29
H (-1.452, 2.519, 1.016)  0.33
O (-2.214, -2.129, -0.983)  -0.67
H (0.831, -3.390, -1.756)  0.28
H (-0.812, 1.592, -2.313)  0.32
H (1.081, -3.249, -0.120)  0.38
H (1.247, 1.244, 1.534)  0.34
O (-0.173, -0.668, -0.001)  -0.34
O (-2.380, -0.644, 2.231)  -0.66
O (-2.072, 2.012, 0.414)  -0.51
O (0.668, -3.710, -0.863)  -0.62
H (1.282, 0.964, -2.118)  0.39
H (0.493, -0.678, -0.660)  0.22
H (0.614, 2.844, -0.316)  0.37
H (-1.435, -1.603, -0.704)  0.35
H (1.205, 0.962, 3.185)  0.30
H (-3.083, -0.907, 1.433)  0.34

Properties
E_HOMO (eV): -10.16
Energy above the lowest of the compared OMol25 structures with the same formula, charge and spin (eV): 4.769
Gap between HOMO and LUMO (eV): 9.66
SMILES: O.O.O.O.O.O.O.O.O.O
E_LUMO (Ha): -0.018



C3H6N2 as an isolated structure at a distorted geometry, computed with wB97M-V/def2-TZVPD.

Each line ends with the Mulliken charge.
CARTESIAN COORDINATES (ANGSTROEM)
H (1.188, 2.330, 1.721)  0.25
N (1.048, 0.763, -0.406)  -0.30
C (-0.112, -1.091, 0.401)  0.01
H (1.544, 2.864, -0.290)  0.28
C (-1.164, -1.194, -0.710)  -0.71
C (1.218, 2.040, 0.418)  -0.30
N (0.818, -0.192, 0.625)  -0.29
H (-0.171, -1.824, 1.232)  0.34
H (-0.451, -0.780, -1.870)  0.26
H (-1.617, -2.583, -0.790)  0.24
H (-2.301, -0.331, -0.332)  0.22

Properties
E_HOMO (eV): -9.08
Energy above the lowest of the compared OMol25 structures with the same formula, charge and spin (eV): 8.333
Gap between HOMO and LUMO (eV): 8.99
E_LUMO (Ha): -0.003



A 9-piece molecular cluster, C24H69N3O14 overall at a distorted geometry, computed with wB97M-V/def2-TZVPD.

Each line ends with the Mulliken charge.
CARTESIAN COORDINATES (ANGSTROEM)
H (-14.485, 3.015, -14.657)  0.08
C (-21.844, 4.282, -11.323)  -0.54
C (-21.319, 2.951, -11.758)  0.09
O (-12.581, -0.596, -11.290)  -0.24
H (-10.577, -0.073, -11.511)  0.30
C (-17.799, 8.502, -9.755)  -1.67
H (-21.900, 2.782, -12.688)  0.36
H (-17.433, 2.876, -14.588)  0.31
H (-16.339, 1.541, -12.764)  -0.36
H (-20.645, 3.530, -8.513)  0.20
H (-15.772, 7.349, -13.198)  0.12
H (-14.715, 1.470, -13.850)  -0.03
H (-16.937, 5.317, -15.162)  -0.04
H (-21.666, 5.026, -12.154)  0.36
H (-19.710, -1.367, -14.792)  0.37
H (-19.388, 1.207, -14.314)  -0.24
C (-19.235, 0.478, -15.098)  0.33
H (-14.968, 0.270, -10.926)  -0.79
H (-18.635, -1.741, -10.465)  0.30
H (-14.144, 1.411, -15.507)  0.40
H (-20.508, -1.905, -12.016)  0.37
H (-13.940, 3.778, -10.643)  0.10
H (-15.525, -0.896, -8.265)  0.26
H (-16.511, -0.291, -9.496)  0.06
H (-17.691, 8.484, -10.877)  0.33
H (-21.309, 5.659, -9.901)  0.28
N (-15.646, -0.781, -9.255)  -0.67
H (-15.520, 5.560, -13.172)  -0.58
C (-17.039, 6.209, -14.553)  -0.34
O (-21.436, 4.673, -10.029)  -0.37
H (-12.512, 4.775, -10.771)  0.32
H (-18.838, 0.606, -17.155)  0.29
O (-18.061, 6.030, -13.623)  -0.60
H (-18.924, 1.349, -9.721)  -0.14
H (-11.190, -0.280, -9.895)  0.42
H (-17.943, 5.105, -13.302)  0.22
H (-21.343, 2.339, -9.978)  0.52
H (-12.881, 1.238, -9.578)  0.27
C (-11.205, -0.700, -10.914)  -0.95
H (-14.384, 2.006, -9.334)  -0.04
O (-20.127, -0.574, -15.149)  -0.59
O (-13.295, 4.091, -12.581)  -0.28
H (-20.417, 9.079, -9.031)  0.43
H (-16.529, 2.571, -10.491)  0.06
C (-18.857, 7.567, -9.281)  0.54
O (-18.297, 2.336, -16.061)  -0.44
C (-14.077, 2.029, -14.598)  -0.64
C (-16.794, 3.124, -11.392)  0.79
H (-17.369, 6.930, -15.270)  0.41
H (-16.848, 8.152, -9.411)  0.43
C (-13.525, -1.184, -10.408)  -1.24
C (-19.440, 0.017, -11.076)  -0.06
C (-20.317, 8.152, -9.599)  -0.86
H (-13.025, -1.624, -9.583)  0.49
H (-17.820, -1.098, -11.895)  0.15
H (-13.801, 0.816, -8.130)  0.49
C (-19.746, 2.576, -7.073)  -0.69
H (-14.076, 6.046, -14.706)  0.35
H (-12.475, 0.133, -13.350)  0.21
C (-18.325, 3.069, -7.051)  -0.02
C (-15.743, 6.443, -13.820)  0.94
C (-12.724, 2.142, -13.939)  0.22
H (-19.210, 5.547, -9.927)  0.13
H (-17.945, 3.018, -6.002)  0.33
C (-13.481, 4.570, -11.307)  -0.66
O (-21.746, 1.989, -10.786)  -0.57
O (-14.718, 6.708, -14.742)  -0.64
O (-17.086, 3.194, -13.749)  -0.06
O (-18.504, 0.608, -10.152)  0.00
H (-12.051, 2.781, -14.553)  0.27
C (-18.789, -1.267, -11.446)  -0.53
H (-20.420, 3.118, -6.384)  0.44
H (-20.156, 1.709, -16.620)  0.37
H (-22.053, 8.312, -7.660)  0.38
H (-11.971, 0.483, -14.807)  0.27
O (-19.602, -2.017, -12.363)  -0.54
H (-17.956, 4.556, -8.303)  0.21
C (-17.102, 2.291, -12.655)  1.60
H (-18.193, 0.163, -15.045)  0.19
O (-21.323, 7.224, -9.239)  -0.38
H (-17.843, 9.498, -9.352)  0.44
O (-18.293, 4.444, -7.395)  -0.47
H (-13.515, 2.160, -11.921)  -0.43
H (-22.943, 4.121, -11.299)  0.28
C (-13.873, 1.000, -9.221)  -1.26
H (-20.199, 2.930, -11.833)  -0.23
C (-21.795, 7.286, -7.937)  -0.94
H (-17.999, 1.777, -12.486)  -1.28
H (-19.591, 0.615, -11.993)  -0.10
H (-18.766, 7.462, -8.201)  0.22
C (-19.206, 1.240, -16.369)  -0.49
H (-21.092, 6.903, -7.172)  0.33
H (-11.827, 2.776, -12.078)  0.44
H (-20.480, 8.307, -10.699)  0.22
H (-16.094, 3.901, -11.643)  -0.46
H (-18.101, 6.382, -10.696)  0.12
H (-20.447, -0.022, -10.605)  0.53
C (-14.527, -0.133, -9.987)  2.26
O (-20.205, 2.674, -8.415)  -0.30
H (-19.842, 1.490, -6.766)  0.30
H (-18.399, 2.991, -16.745)  0.22
H (-22.817, 6.844, -7.832)  0.30
H (-14.101, 5.466, -11.274)  0.32
H (-17.727, 2.541, -7.769)  -0.04
H (-10.797, -1.711, -10.899)  0.26
N (-18.464, 6.210, -9.776)  -0.15
C (-12.829, 2.773, -12.564)  0.21
H (-14.042, -1.993, -10.910)  0.28
N (-11.992, 0.823, -13.891)  -0.66
H (-17.716, 3.680, -11.113)  -0.55

Properties
E_HOMO (eV): -9.08
Energy above the lowest of the compared OMol25 structures with the same formula, charge and spin (eV): 0.000
Gap between HOMO and LUMO (eV): 9.65
SMILES: COC[C@H](C)N.COC[C@H](C)N.COC[C@H](C)N.OCCO.OCCO.OCCO.OCCO.OCCO.CCO
E_LUMO (Ha): 0.021



A 2-piece molecular cluster, CH11N7 overall at a distorted geometry, computed with wB97M-V/def2-TZVPD.

Each line ends with the Mulliken charge.
CARTESIAN COORDINATES (ANGSTROEM)
N (1.311, -0.803, -0.115)  0.89
H (1.960, -0.135, -1.946)  0.25
H (0.308, -0.690, -2.008)  0.31
H (-1.934, -1.405, 1.480)  0.26
N (2.453, -1.192, 0.535)  -0.66
H (-2.904, -1.252, -0.054)  0.28
N (-0.879, 1.538, 0.392)  -0.08
C (0.155, -0.894, 0.600)  0.07
H (0.272, -1.264, 1.691)  0.35
N (-1.032, -0.723, -0.044)  -0.02
H (-1.513, 1.928, -1.536)  0.25
H (3.311, -0.856, 0.156)  0.31
N (-0.978, 2.257, -0.761)  -0.35
H (-0.405, 3.001, -0.869)  0.23
H (-1.687, 1.626, 0.964)  0.32
N (1.162, -0.466, -1.401)  -0.61
N (-2.072, -1.220, 0.531)  -0.43
H (-0.007, 1.519, 0.897)  0.33
H (2.478, -0.969, 1.490)  0.29

Properties
E_HOMO (spin up / spin down) (eV): -16.32 / -17.79
Energy above the lowest of the compared OMol25 structures with the same formula, charge and spin (eV): 1.871
Gap between HOMO and LUMO (spin up / spin down) (eV): 5.90 / 8.19
E_LUMO (spin up / spin down) (Ha): -0.383 / -0.353
Charge: +2



One molecule with the formula C4H9N5 at a distorted geometry, computed with wB97M-V/def2-TZVPD.

Each line ends with the Mulliken charge.
CARTESIAN COORDINATES (ANGSTROEM)
N (-3.015, -1.219, -0.224)  -0.54
H (2.296, 0.012, -1.253)  0.38
H (-0.559, -1.502, 0.063)  0.30
N (3.790, -0.537, 0.122)  -0.64
N (-2.486, 0.916, 0.799)  -0.68
C (2.558, -0.343, -0.192)  0.09
H (-1.689, 1.542, 0.999)  0.34
C (-2.062, -0.123, 0.146)  0.36
H (-2.728, -1.719, -1.054)  0.25
N (1.432, -0.339, 0.566)  -0.29
N (-0.741, -0.547, -0.062)  -0.20
H (1.324, 2.066, -0.475)  0.38
H (-0.441, 1.794, -1.134)  0.36
H (3.833, -0.755, 1.105)  0.20
H (-3.876, -0.745, -0.347)  0.29
C (0.415, 1.503, -0.578)  -1.06
C (0.339, 0.260, -0.014)  0.28
H (1.610, -0.262, 1.534)  0.18

Properties
E_HOMO (eV): -8.83
Energy above the lowest of the compared OMol25 structures with the same formula, charge and spin (eV): 1.404
Gap between HOMO and LUMO (eV): 9.53
SMILES: [H]/N=C\NC(=C)N/C(N)=N\[H]
E_LUMO (Ha): 0.026